The following is a quantum chemistry calculation of the molecule C6H3N at a distorted geometry, from the OMol25 dataset.

Positions of all 10 atoms, in Å:
C (-0.4895, 0.2598, 2.0252)
C (-0.5220, -0.6141, 3.0819)
C (-0.1744, 0.2328, 0.7748)
C (-0.7050, -1.8480, 3.0783)
C (0.0060, 0.0375, -0.6315)
C (0.4568, 0.5994, -1.8869)
N (-0.4399, -1.0344, -0.1162)
H (0.7058, -0.1714, -2.7239)
H (1.4165, 1.1288, -1.4868)
H (-0.2543, 1.4096, -2.1150)

Cartesian forces (eV/Å) of the 6 atoms listed first:
C 0.225 -3.350 1.050
C 0.243 4.226 -1.712
C -0.221 -0.275 -0.984
C -0.341 -1.907 0.567
C -1.069 -1.817 1.279
C 2.349 0.777 -0.058

Properties
highest occupied orbital energy	-8.84	eV
HOMO-LUMO gap	7.34	eV

Here are the Mulliken charges for atoms 1 to 2, given in e: C -0.0460; C -0.0739


The following is a quantum chemistry calculation of a structure of composition C3H15F3HfO13S2 at a distorted geometry, from the OMol25 dataset.

Positions of all 37 atoms, in Å:
Hf (-0.6757, -0.5143, -0.4956)
C (3.3181, -0.0893, 0.3700)
C (2.7159, 0.5753, -0.8419)
O (1.3377, 0.5049, -0.9140)
H (4.3562, 0.2457, 0.4618)
H (3.2449, -1.1749, 0.2929)
H (2.8748, 0.1797, 1.3351)
H (3.2173, 0.0748, -1.6981)
H (3.0814, 1.5943, -1.0311)
S (-2.7344, -2.5925, -1.1944)
O (-2.6265, -1.1840, -1.6340)
O (-3.9437, -2.8884, -0.4664)
O (-2.3477, -3.4912, -2.2429)
O (-1.5539, -2.5421, -0.2014)
C (0.7304, 3.4070, 1.9149)
F (0.1518, 4.1500, 0.9968)
F (1.8989, 3.0030, 1.4328)
F (0.9263, 4.0930, 3.0081)
S (-0.2692, 1.8769, 2.3516)
O (-1.5644, 2.3866, 2.7947)
O (-0.3962, 1.0970, 1.1257)
O (0.4954, 1.2319, 3.3905)
O (0.8605, -2.2898, -1.1809)
H (0.6250, -3.2002, -0.9404)
H (1.1894, -2.3370, -2.0880)
O (-1.8098, 1.5337, -1.1786)
H (-2.4422, 1.8863, -0.5372)
H (-1.7145, 2.2175, -1.8516)
O (-0.4714, -0.5437, -2.8385)
H (0.0311, 0.0373, -3.4274)
H (-1.0230, -1.1128, -3.4039)
O (0.2873, -1.5317, 1.3477)
H (0.5465, -1.1770, 2.2156)
H (0.3788, -2.4926, 1.4049)
O (-2.5981, -0.3061, 0.9925)
H (-3.2747, 0.3731, 1.1025)
H (-2.8223, -1.0004, 1.6284)

Cartesian forces (eV/Å) of the 6 atoms listed first:
Hf 1.309 0.082 -0.135
C 0.289 0.378 0.839
C 0.369 -0.464 -0.909
O -3.270 -1.174 -0.031
H 0.113 -0.429 -0.123
H 0.196 -0.002 -0.089

Properties
highest occupied orbital energy	-9.10	eV
HOMO-LUMO gap	8.49	eV

Here are the Mulliken charges for atoms 1 to 2, given in e: Hf 2.1652; C -0.9857